Entry from OMol25: a 2-piece molecular cluster, C7H14NOS overall in a non-equilibrium geometry (the ωB97M-V functional and the def2-TZVPD basis).

**Molecular weight**: 160.26 g/mol
**Orbital gap**: 7.5 eV
**E_tot**: -21849.7999 eV
**E_HOMO**: -12.286 eV
**ΔE to the lowest compared entry with this formula, charge and spin**: 139.7 kJ/mol
**Charge**: +1
**Lowest unoccupied orbital energy**: -4.74 eV

Geometry (Å):
C (1.610, -0.687, 0.797)
C (-0.722, 0.013, -2.735)
C (0.230, -0.475, 0.833)
C (-0.140, -0.048, -1.562)
C (2.205, -1.305, 2.014)
C (-0.009, 0.233, -4.036)
C (-0.626, -0.031, -0.242)
N (-1.835, 0.368, -0.093)
O (-0.882, 1.774, 2.639)
S (-1.098, 1.155, 4.147)
H (2.235, -0.382, 0.001)
H (-1.852, -0.256, -2.693)
H (-0.185, -0.670, 1.795)
H (0.951, -0.193, -1.607)
H (1.972, -2.304, 2.326)
H (1.772, -0.673, 2.833)
H (3.308, -1.215, 1.970)
H (-0.509, 0.927, -4.637)
H (0.031, -0.752, -4.446)
H (0.994, 0.597, -3.769)
H (-1.839, 0.077, 3.938)
H (-2.225, 0.588, -1.008)
H (-2.225, 0.533, 0.853)
H (-1.159, 2.727, 2.681)

Here are the Löwdin charges for atoms 1 to 6, given in e: -0.030, -0.093, -0.021, -0.081, -0.064, -0.035

Entry from OMol25: one molecule with the formula C7H14O in a non-equilibrium geometry (the ωB97M-V functional and the def2-TZVPD basis).

**Molecular weight**: 114.19 g/mol
**Orbital gap**: 10.3 eV
**E_tot**: -9532.2064 eV
**E_HOMO**: -9.284 eV
**ΔE to the lowest compared entry with this formula, charge and spin**: 150.5 kJ/mol
**Lowest unoccupied orbital energy**: 0.98 eV

Geometry (Å):
C (-1.383, 2.299, -1.838)
C (-1.059, 0.812, -2.072)
C (0.337, 0.408, -1.627)
C (0.542, 0.472, -0.108)
C (0.932, -2.247, 2.585)
O (-0.442, -2.111, 2.974)
C (1.364, -1.118, 1.672)
C (0.666, -0.856, 0.578)
H (-1.482, 2.486, -0.765)
H (-0.553, 2.939, -2.145)
H (-2.361, 2.572, -2.236)
H (-1.844, 0.216, -1.595)
H (-1.184, 0.646, -3.146)
H (1.138, 0.855, -2.214)
H (0.335, -0.660, -1.892)
H (-0.352, 0.923, 0.333)
H (1.327, 1.166, 0.194)
H (0.957, -3.275, 2.227)
H (1.553, -2.232, 3.478)
H (-0.594, -1.252, 3.375)
H (2.140, -0.475, 2.070)
H (-0.034, -1.572, 0.154)

Here are the Löwdin charges for atoms 1 to 6, given in e: -0.116, -0.276, -0.220, -0.201, -0.261, -0.086

Entry from OMol25: a 2-piece molecular cluster, C7H14O overall in a non-equilibrium geometry (the ωB97M-V functional and the def2-TZVPD basis).

**Molecular weight**: 114.19 g/mol
**Orbital gap**: 9.8 eV
**E_tot**: -9530.4905 eV
**E_HOMO**: -8.885 eV
**ΔE to the lowest compared entry with this formula, charge and spin**: 316.1 kJ/mol
**Lowest unoccupied orbital energy**: 0.89 eV

Geometry (Å):
C (1.908, -1.243, 0.446)
C (0.792, -0.362, 1.020)
C (0.178, 0.114, -0.224)
C (-0.823, -0.371, -0.959)
C (-1.573, -1.556, -0.500)
C (0.668, 2.416, -0.293)
C (0.792, 1.254, -0.892)
H (1.533, -1.917, -0.273)
H (2.795, -1.634, 1.002)
H (2.724, -0.690, 0.018)
H (1.048, 0.560, 1.503)
H (0.263, -0.947, 1.824)
H (-1.157, 0.048, -1.951)
H (-2.445, -1.864, -1.077)
H (-2.035, -1.565, 0.504)
H (-0.978, -2.498, -0.530)
H (0.896, 3.319, -0.910)
H (0.312, 2.571, 0.680)
H (1.371, 1.027, -1.786)
H (-1.912, 0.445, 1.206)
H (-1.964, 1.656, 0.214)
O (-2.393, 1.235, 0.978)

Here are the Löwdin charges for atoms 1 to 6, given in e: -0.089, -0.177, -0.386, -0.143, -0.115, 0.018

Entry from OMol25: a 2-piece molecular cluster, C7H14O overall in a non-equilibrium geometry (the ωB97M-V functional and the def2-TZVPD basis).

**Molecular weight**: 114.19 g/mol
**Orbital gap**: 8.9 eV
**E_tot**: -9530.5328 eV
**E_HOMO**: -8.123 eV
**ΔE to the lowest compared entry with this formula, charge and spin**: 312.0 kJ/mol
**Lowest unoccupied orbital energy**: 0.82 eV

Geometry (Å):
C (0.935, 1.802, 1.798)
C (1.143, 0.454, 1.266)
C (0.614, 0.385, -0.197)
C (-0.623, 0.141, -0.638)
C (-1.767, -0.329, 0.279)
C (-3.085, -0.456, -0.079)
C (1.512, 0.944, -1.234)
H (-0.079, 1.989, 2.048)
H (1.211, 2.687, 1.236)
H (1.675, 1.799, 2.674)
H (2.323, 0.436, 1.058)
H (0.840, -0.339, 1.917)
H (-1.082, 0.226, -1.649)
H (-1.482, -0.572, 1.286)
H (-3.872, -0.529, 0.574)
H (-3.518, -0.069, -1.086)
H (2.585, 0.447, -1.419)
H (1.858, 1.806, -0.686)
H (1.136, 1.039, -2.190)
H (1.113, -3.332, -0.848)
H (0.595, -2.241, -1.889)
O (0.541, -2.624, -1.024)

Here are the Löwdin charges for atoms 1 to 6, given in e: -0.138, -0.221, -0.327, -0.096, -0.145, -0.014